No. 1
Below is C88H146N13O24 as an isolated structure, with properties calculated with ωB97M-V with the def2-TZVPD basis set.

CARTESIAN COORDINATES (ANGSTROEM)
C1 -26.1143 -1.3446 -0.2761
N1 -26.6985 -2.6869 -0.0576
C2 -26.5353 -3.7060 -0.9487
C3 -27.1468 -4.9472 -0.7885
C4 -27.9600 -5.0980 0.3006
C5 -28.1525 -4.0719 1.1790
C6 -27.4737 -2.8738 1.0702
C7 -28.5805 -6.4495 0.5127
C8 -29.4995 -6.9978 -0.4271
C9 -30.0180 -8.2141 -0.1350
N2 -29.7051 -8.9617 0.9451
C10 -28.9075 -8.4704 1.8742
C11 -28.2770 -7.2452 1.6216
C12 -30.4036 -10.2168 1.1269
H1 -25.2652 -1.3883 -0.9458
H2 -25.8327 -0.9977 0.7291
H3 -26.8886 -0.6448 -0.6138
H4 -25.8742 -3.4937 -1.7909
H5 -26.9037 -5.6821 -1.5287
H6 -28.8594 -4.2359 1.9547
H7 -27.4735 -1.9764 1.7137
H8 -29.7976 -6.5783 -1.3670
H9 -30.7613 -8.7070 -0.7182
H10 -28.7898 -9.0845 2.7992
H11 -27.5428 -6.8679 2.2851
H12 -30.7988 -10.4914 0.1641
H13 -31.1559 -10.0441 1.8734
H14 -29.6532 -10.8462 1.5231
C13 -31.3251 -14.7769 3.3952
N3 -31.4742 -15.0311 4.8370
C14 -30.6650 -15.8457 5.5436
C15 -30.9929 -16.1506 6.8493
C16 -32.1257 -15.5964 7.5122
C17 -32.8565 -14.6459 6.7161
C18 -32.5250 -14.4188 5.4362
C19 -32.3686 -15.7850 8.9670
C20 -31.5630 -16.6943 9.7620
C21 -31.8879 -16.9693 11.0385
N4 -32.9563 -16.4270 11.6244
C22 -33.6399 -15.5428 10.9753
C23 -33.3566 -15.1478 9.6941
C24 -33.3685 -16.6849 13.0160
H15 -30.9329 -13.8102 3.2272
H16 -32.2988 -14.9105 2.8856
H17 -30.6037 -15.5132 3.1002
H18 -29.7661 -16.2433 5.1252
H19 -30.3822 -16.8694 7.4009
H20 -33.5536 -13.9348 7.2328
H21 -32.9728 -13.6893 4.7365
H22 -30.7107 -17.1419 9.3003
H23 -31.2774 -17.6272 11.6243
H24 -34.3897 -15.0852 11.5469
H25 -34.0046 -14.3500 9.2599
H26 -33.3521 -15.7711 13.6430
H27 -32.8158 -17.4398 13.5373
H28 -34.4174 -17.0094 12.9753
C25 -35.6404 -15.4611 2.6857
N5 -35.4496 -16.5500 3.7741
C26 -35.3714 -16.2627 5.0606
C27 -35.2537 -17.2730 6.0296
C28 -35.1831 -18.6020 5.6630
C29 -35.2257 -18.8588 4.3224
C30 -35.3613 -17.8094 3.4033
C31 -35.1998 -19.6551 6.7799
C32 -36.0032 -20.7722 6.9035
C33 -35.8820 -21.5887 7.9751
N6 -34.9947 -21.3359 8.9776
C34 -34.1181 -20.3535 8.7911
C35 -34.2587 -19.4768 7.7629
C36 -34.9653 -22.2359 10.1495
H29 -35.1026 -15.7968 1.7811
H30 -35.2002 -14.5576 3.0840
H31 -36.7373 -15.3534 2.5977
H32 -35.4465 -15.2150 5.3760
H33 -35.2485 -16.9710 7.1108
H34 -35.2691 -19.8720 3.8795
H35 -35.4824 -18.0402 2.3316
H36 -36.7621 -21.0894 6.2869
H37 -36.6022 -22.3641 7.9782
H38 -33.3946 -20.1811 9.5226
H39 -33.5473 -18.6565 7.8171
H40 -34.7766 -21.6364 11.0577
H41 -34.2456 -23.0215 10.1816
H42 -35.9685 -22.6540 10.3222
C37 -41.4277 -8.3723 3.8205
N7 -39.9999 -8.6837 4.0422
C38 -39.3004 -7.9141 4.9206
C39 -37.9853 -8.1869 5.2053
C40 -37.3673 -9.3517 4.6200
C41 -38.1295 -10.0867 3.7112
C42 -39.3661 -9.7113 3.4352
C43 -35.9461 -9.6917 4.9134
C44 -35.0133 -9.6869 3.9298
C45 -33.7242 -9.9676 4.2126
N8 -33.3084 -10.3289 5.4432
C46 -34.2195 -10.4342 6.4382
C47 -35.5839 -10.1684 6.1632
C48 -31.8707 -10.4721 5.7620
H43 -41.5263 -7.6383 3.0189
H44 -41.6982 -7.9148 4.7552
H45 -41.9357 -9.3529 3.6505
H46 -39.8651 -7.1371 5.4167
H47 -37.3717 -7.4689 5.7192
H48 -37.7274 -10.9788 3.1934
H49 -40.0576 -10.2658 2.8149
H50 -35.1770 -9.4010 2.9074
H51 -33.0224 -9.8965 3.4159
H52 -33.7733 -10.7856 7.3676
H53 -36.3374 -10.3443 6.9023
H54 -31.3008 -10.3657 4.8582
H55 -31.6959 -11.4697 6.1827
H56 -31.5598 -9.7096 6.4333
C49 -24.3631 -13.7481 0.5718
C50 -24.1416 -14.3324 2.0295
C51 -23.1465 -13.3801 2.7038
N9 -23.0200 -13.5884 4.1850
C52 -22.2840 -14.8107 4.4502
C53 -22.2957 -12.3833 4.8987
C54 -22.8150 -12.4530 6.3796
C55 -24.0349 -13.3795 6.3191
C56 -24.3370 -13.6765 4.8805
H57 -24.6641 -12.7410 0.7656
H58 -25.2546 -14.2238 0.1353
H59 -23.5121 -13.8678 -0.0954
H60 -23.6602 -15.3021 2.0194
H61 -25.1654 -14.3492 2.5080
H62 -23.7057 -12.4386 2.6874
H63 -22.0950 -13.3562 2.3494
H64 -22.0313 -15.0590 5.4769
H65 -21.3461 -14.7401 3.9241
H66 -22.9331 -15.6611 4.0984
H67 -21.2611 -12.5704 4.6710
H68 -22.6188 -11.4931 4.3232
H69 -22.0120 -12.8798 6.9816
H70 -22.9462 -11.4961 6.9172
H71 -23.8339 -14.2926 6.8580
H72 -24.8681 -12.9504 6.8880
H73 -24.8371 -14.5823 4.6394
H74 -25.0287 -12.8815 4.4611
C57 -39.3562 -16.5387 12.8992
C58 -40.6828 -17.2680 13.1069
C59 -41.7759 -16.2269 12.8686
N10 -43.1667 -16.5907 13.3011
C60 -43.5245 -18.0057 12.9670
C61 -44.2074 -15.6381 12.7940
C62 -45.4487 -15.9274 13.6277
C63 -44.8803 -16.1524 15.0023
C64 -43.3885 -16.4458 14.8607
H75 -39.2320 -15.8103 13.6819
H76 -39.2742 -16.0322 11.9258
H77 -38.4896 -17.2374 13.1159
H78 -40.7891 -17.7263 14.1257
H79 -40.8273 -18.0639 12.3778
H80 -41.7837 -15.9194 11.8580
H81 -41.5733 -15.3098 13.4537
H82 -44.4436 -18.2992 13.4331
H83 -42.6699 -18.5901 13.3390
H84 -43.5828 -18.1543 11.8479
H85 -44.3849 -15.9219 11.7498
H86 -43.8052 -14.6344 12.9105
H87 -45.8488 -16.8399 13.2058
H88 -46.1757 -15.1571 13.4682
H89 -45.3194 -17.0339 15.4895
H90 -44.9403 -15.2833 15.6828
H91 -43.1044 -17.3540 15.3483
H92 -42.6982 -15.6234 15.1885
C65 -25.2137 -21.7535 4.7779
O1 -26.0537 -21.3077 5.8410
C66 -27.3371 -21.2016 5.4016
C67 -28.2895 -20.9498 6.5147
N11 -28.3157 -19.5400 7.1033
H93 -28.1687 -18.8355 6.3581
H94 -29.1873 -19.3014 7.6193
C68 -27.3613 -19.4141 8.2376
C69 -26.9405 -17.9642 8.2035
O2 -28.0649 -17.0790 8.3323
C70 -27.5835 -15.7413 8.5461
H95 -24.8737 -20.9372 4.1430
H96 -25.7572 -22.4600 4.1263
H97 -24.3212 -22.2473 5.1661
H98 -27.7314 -22.1519 4.9635
H99 -27.4219 -20.4678 4.5794
H100 -28.1542 -21.6319 7.3651
H101 -29.2894 -21.1116 6.0644
H102 -26.4562 -20.0193 7.9447
H103 -27.6456 -19.8169 9.1786
H104 -26.3543 -17.8168 7.2830
H105 -26.2017 -17.8434 8.9773
H106 -28.3197 -15.0153 8.2258
H107 -26.6368 -15.5979 8.0144
H108 -27.3259 -15.7394 9.6282
C71 -29.5959 -20.4649 15.5649
O3 -28.6808 -19.8843 14.6181
C72 -27.4602 -20.6970 14.7075
C73 -26.5900 -20.4559 13.4992
N12 -27.0719 -21.1955 12.3144
H109 -27.8374 -20.6388 11.8426
H110 -26.3689 -21.3053 11.6059
C74 -27.5470 -22.5905 12.5481
C75 -27.2812 -23.3846 11.2909
O4 -25.9296 -23.0912 10.9302
C76 -25.3139 -24.1869 10.2671
H111 -29.3495 -20.1311 16.6015
H112 -29.5352 -21.5604 15.6524
H113 -30.6065 -20.1597 15.3894
H114 -27.8158 -21.6757 14.7003
H115 -26.8930 -20.4435 15.6088
H116 -25.5930 -20.7626 13.7122
H117 -26.4819 -19.3902 13.2653
H118 -28.5960 -22.5368 12.7327
H119 -27.0277 -23.1370 13.3121
H120 -28.0198 -23.1632 10.4727
H121 -27.3525 -24.4620 11.5378
H122 -25.8045 -25.0952 10.7042
H123 -24.2548 -24.2256 10.5407
H124 -25.5197 -24.1243 9.2012
C77 -35.9623 -16.0524 -6.0668
O5 -36.6713 -17.0916 -6.2214
C78 -37.0392 -17.6681 -7.5041
C79 -37.8616 -18.9111 -7.3327
N13 -37.0434 -20.0760 -6.5972
H125 -36.9366 -19.8968 -5.6151
H126 -37.5639 -20.9436 -6.6076
C80 -35.6519 -20.3481 -7.2047
C81 -34.7484 -21.1325 -6.2940
O6 -34.6312 -20.4381 -5.1028
C82 -34.0544 -20.9007 -4.0992
H127 -36.5131 -15.0100 -6.7145
H128 -35.3751 -15.7919 -7.1183
H129 -35.8497 -15.5643 -5.0397
H130 -36.1236 -17.7141 -8.1439
H131 -37.7063 -16.8477 -7.9705
H132 -38.0493 -19.2802 -8.3824
H133 -38.8224 -18.8275 -6.7941
H134 -35.1696 -19.3735 -7.3237
H135 -35.7346 -20.9800 -8.0751
H136 -33.7328 -21.1779 -6.8555
H137 -34.9208 -22.2723 -6.1286
H138 -34.8517 -21.4755 -3.2500
H139 -33.9635 -20.0920 -3.3151
H140 -33.5480 -21.8837 -4.2694
O7 -26.4656 -17.2970 4.0298
C83 -27.6236 -16.8241 4.4783
O8 -27.8047 -15.6045 4.0921
O9 -28.3633 -17.6445 5.0611
H141 -26.1547 -16.5151 3.6326
O10 -28.5235 -12.7876 4.3679
C84 -27.9698 -11.4674 4.0117
O11 -28.9013 -10.6690 3.7637
O12 -26.7578 -11.3251 3.9571
H142 -27.8710 -13.4928 4.2795
O13 -36.9891 -18.8252 10.1067
C85 -35.7198 -18.4001 10.4286
O14 -35.3085 -17.3873 9.8994
O15 -34.9727 -19.2012 11.0573
H143 -37.3242 -18.0583 9.6749
O16 -31.5379 -20.4663 10.7062
C86 -30.3192 -20.0340 10.2935
O17 -30.3240 -19.5027 9.1446
O18 -29.3087 -20.2801 11.0245
H144 -31.5173 -20.7197 11.6505
O19 -35.4300 -12.1002 1.6415
C87 -34.0763 -12.1691 2.0156
O20 -33.1954 -11.7253 1.3014
O21 -33.8424 -12.6975 3.1503
H145 -35.3495 -11.7887 0.7373
O22 -37.0060 -12.1099 7.5629
C88 -35.8908 -12.8680 7.3514
O23 -35.0584 -12.7161 8.3660
O24 -35.7798 -13.4592 6.2856
H146 -36.8132 -11.5458 8.3152

Calculated values
LUMO energy ... -11.02 eV
Molar mass ... 1770.203 g mol⁻¹
2S+1 ... 1
Frontier orbital gap ... 6.049 eV
Charge ... +7

Mulliken atomic charge list, values in e, 2 entries: -0.82 0.02


No. 2
Below is C22H24NO4SY as an isolated structure, with properties calculated with ωB97M-V with the def2-TZVPD basis set.

CARTESIAN COORDINATES (ANGSTROEM)
Y1 -0.0117 0.2554 0.3418
C1 0.7549 -2.0164 1.6605
C2 -0.6673 -2.1094 1.6325
C3 -1.0755 -2.2348 0.2660
H1 -1.3150 -2.1711 2.5101
C4 0.1032 -2.2329 -0.5513
C5 1.2296 -2.1464 0.3225
H2 2.2728 -2.2539 0.0367
H3 1.3749 -1.9476 2.5509
H4 -2.0963 -2.4041 -0.0859
H5 0.1443 -2.3950 -1.6307
C6 1.9119 1.8238 0.8560
C7 2.4833 0.5568 0.5324
C8 2.3227 0.3558 -0.8742
H6 2.9770 -0.1120 1.2389
C9 1.6450 1.4905 -1.4085
C10 1.3721 2.3962 -0.3401
H7 0.8968 3.3746 -0.4263
H8 1.9308 2.2955 1.8361
H9 2.7102 -0.4723 -1.4685
H10 1.4779 1.6758 -2.4718
O1 -1.0695 0.6060 -1.4618
C11 -0.8726 0.2411 -4.2676
C12 -2.1713 0.4303 -3.6272
C13 -0.2612 -1.0889 -4.3019
C14 -0.2200 1.3909 -4.8908
C15 -2.1128 1.1206 -2.2353
H11 -2.6254 -0.5642 -3.4990
H12 -2.8343 1.0289 -4.2734
H13 -2.0255 2.2210 -2.3590
H14 -3.0568 0.9232 -1.7037
H15 -0.6922 -1.7802 -5.0515
H16 -0.3792 -1.5808 -3.3240
H17 0.8151 -1.0242 -4.5029
H18 -0.5946 1.6525 -5.8968
H19 0.8566 1.2050 -4.9898
H20 -0.3570 2.2874 -4.2703
O2 1.9154 1.6342 4.8809
S1 1.0797 0.5682 4.3961
O3 1.5994 -0.7788 4.3570
N1 0.3965 0.9087 2.8958
C16 -0.9338 1.0533 2.9045
O4 -1.6016 1.1309 1.8064
C17 -1.5038 0.9270 4.2525
C18 -2.8564 0.8208 4.6128
C19 -3.1702 0.4499 5.9219
C20 -2.1442 0.2089 6.8622
C21 -0.7951 0.3222 6.4961
C22 -0.5083 0.6361 5.1705
H21 -3.6229 1.0141 3.8621
H22 -4.2120 0.3342 6.2345
H23 -2.3938 -0.0792 7.8852
H24 0.0356 0.1761 7.1838

Calculated values
LUMO energy (alpha / beta) ... 4.78 / 4.69 eV
Molar mass ... 487.410 g mol⁻¹
2S+1 ... 1
Frontier orbital gap (alpha / beta) ... 6.522 / 3.141 eV
Charge ... -2

Mulliken atomic charge list, values in e, 2 entries: 1.23 -0.49


No. 3
Below is a 2-piece molecular cluster, C12H18N3 overall, with properties calculated with ωB97M-V with the def2-TZVPD basis set.

CARTESIAN COORDINATES (ANGSTROEM)
C1 -2.7550 -1.3548 -0.3778
C2 0.9100 -2.1399 -0.0282
C3 -0.0929 -2.0137 -0.9122
C4 3.9961 0.7717 0.3821
C5 2.8392 1.0488 -0.2777
C6 1.8496 -1.0593 0.3492
C7 0.5005 0.4537 -1.1124
C8 -3.2453 1.6303 0.5844
C9 -3.1008 1.6594 -0.8936
C10 -0.5290 -0.6783 -1.2292
C11 1.8836 -0.0334 -0.8012
C12 -1.3271 -0.6639 1.5527
N1 -3.6251 -2.0823 -0.6343
N2 -2.0952 1.0804 -0.0125
N3 -1.9004 -0.3697 0.1735
H1 1.1077 -3.0432 0.4899
H2 -0.7618 -2.8638 -1.0898
H3 4.5956 1.6077 0.6230
H4 4.3040 -0.2099 0.6614
H5 2.5555 2.0599 -0.5738
H6 1.3333 -0.6986 1.2343
H7 2.8377 -1.3109 0.5709
H8 0.5972 0.9970 -2.0736
H9 0.1374 1.1321 -0.4262
H10 -3.2559 2.5559 1.2886
H11 -4.0939 1.0033 0.7247
H12 -3.7960 1.0160 -1.3914
H13 -2.7715 2.4995 -1.4741
H14 -1.1359 -0.5666 -2.0537
H15 2.4206 -0.4873 -1.6195
H16 -0.9027 -1.7763 1.3442
H17 -0.6067 -0.0239 1.8632
H18 -2.1558 -0.6137 2.1976

Calculated values
LUMO energy ... -4.24 eV
Molar mass ... 204.297 g mol⁻¹
2S+1 ... 1
Frontier orbital gap ... 8.505 eV
Charge ... +1

Mulliken atomic charge list, values in e, 2 entries: 0.47 -0.24


No. 4
Below is a 10-piece molecular cluster, C4H29N2O9 overall, with properties calculated with ωB97M-V with the def2-TZVPD basis set.

CARTESIAN COORDINATES (ANGSTROEM)
C1 0.5354 -1.4868 -2.7831
C2 -0.3531 -0.2225 -2.5651
C3 0.1934 0.7507 -1.5927
C4 0.9848 1.7933 -1.8906
N1 1.5952 2.5502 -0.8971
N2 1.3285 -1.8407 -1.5600
H1 1.2584 -1.3158 -3.5755
H2 -0.0751 -2.3387 -3.0545
H3 -0.4584 0.0779 -3.6066
H4 -1.3345 -0.5870 -2.2903
H5 -0.0834 0.6874 -0.5416
H6 1.2492 2.0977 -2.8943
H7 1.0500 2.6209 -0.0543
H8 2.1117 3.3262 -1.2633
H9 2.0625 -2.5037 -1.7741
H10 1.7403 -1.0191 -1.0904
H11 0.6865 -2.2683 -0.8810
H12 -2.8919 0.1313 -2.1938
H13 -4.2601 0.5649 -1.6653
O1 -3.7018 0.5801 -2.4488
H14 3.4391 -1.0108 1.0074
H15 2.1516 -1.6125 1.4580
O2 2.7660 -1.6302 0.6921
H16 0.4027 -2.1712 2.3835
H17 1.2177 -1.9194 3.7028
O3 1.0327 -1.5745 2.8195
H18 -0.9165 -3.7495 0.5284
H19 -1.0729 -2.1643 0.7652
O4 -0.4633 -2.9111 0.6414
H20 2.9490 1.6418 0.6035
H21 2.4977 2.4964 1.7548
O5 3.0813 1.7440 1.5590
H22 -2.4978 -0.3420 1.5844
H23 -2.7883 -1.1290 2.8474
O6 -2.1887 -1.1285 2.0919
H24 -3.5807 1.1492 0.9194
H25 -2.0937 1.5075 0.6430
O7 -2.7197 0.7529 0.7577
H26 -0.7818 0.1904 2.4673
H27 0.7096 0.4423 2.5830
O8 -0.1194 0.8962 2.3740
H28 -1.0959 3.6874 1.7822
H29 -0.5987 2.2268 1.5583
O9 -0.9673 3.0101 1.0985

Calculated values
LUMO energy ... -2.62 eV
Molar mass ... 249.281 g mol⁻¹
2S+1 ... 1
Frontier orbital gap ... 8.977 eV
Charge ... +1

Mulliken atomic charge list, values in e, 2 entries: -0.97 -0.44


No. 5
Below is a single C18H26N4O6S molecule, with properties calculated with ωB97M-V with the def2-TZVPD basis set.

CARTESIAN COORDINATES (ANGSTROEM)
O1 -3.2835 -0.9506 -1.0482
C1 -2.7553 -0.0752 -0.3836
N1 -2.8907 0.1276 0.9291
C2 -3.6539 -0.7092 1.8200
C3 -2.9682 -2.0621 2.1316
N2 -1.6159 -2.0287 2.6319
C4 -0.5642 -1.9126 1.6377
C5 0.7720 -2.2369 2.3095
O2 1.0147 -1.3592 3.3889
C6 -0.0125 -1.4553 4.3451
C7 -1.3747 -1.1186 3.7322
C8 -1.7739 0.9300 -0.9940
O3 -1.1990 1.7518 -0.2972
N3 -1.6585 0.7978 -2.3211
C9 -0.5426 1.3505 -3.0379
C10 0.6138 0.3290 -3.0774
O4 0.2776 -0.6992 -3.9849
C11 0.6363 -1.9349 -3.3987
C12 0.4408 -1.6826 -1.9021
N4 0.8113 -0.2824 -1.7745
S1 2.2950 0.0523 -1.0129
O5 3.2575 0.4610 -1.9982
O6 2.6032 -1.0783 -0.1850
C13 1.8523 1.4576 -0.0111
C14 1.5043 1.2835 1.3125
C15 1.1041 2.3865 2.0493
C16 1.0581 3.6380 1.4586
C17 1.4303 3.8006 0.1337
C18 1.8323 2.7032 -0.6074
H1 -2.3185 0.8786 1.2999
H2 -3.8326 -0.1517 2.7403
H3 -4.6135 -0.9308 1.3439
H4 -3.5893 -2.5675 2.8796
H5 -2.9679 -2.6662 1.2228
H6 -0.7527 -2.6310 0.8386
H7 -0.4976 -0.9027 1.1998
H8 1.5969 -2.1060 1.6065
H9 0.7519 -3.2736 2.6754
H10 0.2397 -0.7520 5.1411
H11 -0.0473 -2.4756 4.7552
H12 -2.1572 -1.2502 4.4826
H13 -1.3594 -0.0632 3.4054
H14 -2.1374 -0.0002 -2.7247
H15 -0.8331 1.5891 -4.0618
H16 -0.2238 2.2482 -2.5051
H17 1.5469 0.8274 -3.3833
H18 1.6866 -2.1691 -3.6167
H19 -0.0155 -2.7045 -3.8107
H20 1.0811 -2.2841 -1.2612
H21 -0.6081 -1.8106 -1.6150
H22 1.5621 0.3050 1.7601
H23 0.8284 2.2626 3.0859
H24 0.7355 4.4937 2.0332
H25 1.4026 4.7789 -0.3217
H26 2.1439 2.7966 -1.6360

Calculated values
LUMO energy ... 0.67 eV
Structure (SMILES) ... O=C(NCCN1CCOCC1)C(=O)NC[C@@H]1OCCN1S(=O)(=O)c1ccccc1
Molar mass ... 426.495 g mol⁻¹
2S+1 ... 1
Frontier orbital gap ... 9.190 eV

Mulliken atomic charge list, values in e, 2 entries: -0.71 0.56


No. 6
Below is C4H6O2 as an isolated structure, with properties calculated with ωB97M-V with the def2-TZVPD basis set.

CARTESIAN COORDINATES (ANGSTROEM)
O1 0.9294 -1.2955 -1.0728
C1 -0.2757 -0.9735 -0.4635
C2 -0.3735 -0.0796 0.7392
C3 0.6082 1.0702 0.5769
O2 0.1127 1.3893 -0.7355
C4 -0.8703 0.3784 -0.6292
H1 1.5126 -1.6655 -0.4004
H2 -1.0287 -1.7660 -0.4514
H3 -0.8652 -0.3614 1.6648
H4 0.4175 1.8928 1.2739
H5 1.6766 0.8271 0.5648
H6 -1.8438 0.5835 -1.0668

Calculated values
LUMO energy ... 0.83 eV
Molar mass ... 86.090 g mol⁻¹
2S+1 ... 1
Frontier orbital gap ... 10.214 eV

Mulliken atomic charge list, values in e, 2 entries: -0.52 -0.16